[1]
{"formula": "C21H71N2O15", "method": "ωB97M-V/def2-TZVPD", "charge": -1, "homo_ev": -5.98, "elements": ["O", "O", "O", "O", "O", "O", "O", "O", "O", "O", "O", "O", "O", "O", "O", "N", "N", "C", "C", "C", "C", "C", "C", "C", "C", "C", "C", "C", "C", "C", "C", "C", "C", "C", "C", "C", "C", "C", "H", "H", "H", "H", "H", "H", "H", "H", "H", "H", "H", "H", "H", "H", "H", "H", "H", "H", "H", "H", "H", "H", "H", "H", "H", "H", "H", "H", "H", "H", "H", "H", "H", "H", "H", "H", "H", "H", "H", "H", "H", "H", "H", "H", "H", "H", "H", "H", "H", "H", "H", "H", "H", "H", "H", "H", "H", "H", "H", "H", "H", "H", "H", "H", "H", "H", "H", "H", "H", "H", "H"], "xyz": [[-9.3060, 2.7914, -4.4143], [-1.2286, 2.2081, -2.0817], [-5.4449, 0.8198, -5.2009], [-0.8476, -0.2589, -5.8044], [-4.1972, 1.3461, -2.1423], [-3.8089, 6.3549, -1.4387], [-3.4004, 2.7328, -4.4920], [-0.9616, 2.4175, -5.6282], [-6.9869, 7.7055, -3.2929], [-0.9253, 6.3558, -2.8083], [-3.2324, 9.8032, -5.1185], [-2.0706, 1.5771, -8.1743], [-2.6908, 9.1044, -7.6777], [-5.6545, 7.5960, -9.4186], [-5.2503, 2.8777, -9.3242], [-2.4745, 4.1594, -2.4519], [-1.7053, 3.8595, -0.4372], [-7.8496, 4.3780, -3.8326], [-1.7662, 3.4355, -1.6958], [-5.0400, 5.6570, -1.2684], [-0.3585, 3.6639, -5.6686], [-3.6533, 4.7239, -5.7781], [-1.6494, 2.8092, -8.7929], [-3.4666, 9.4138, -2.7822], [-6.7336, 3.8280, -7.6239], [-4.6973, 6.7906, -8.7670], [-5.0804, 2.0532, -1.3198], [-6.6286, 1.2771, -4.7635], [-9.3078, 4.0832, -4.0497], [-2.6715, 9.0628, -4.0662], [-7.5486, 0.0771, -4.8192], [-4.3298, 3.6712, -4.9206], [-1.7653, 7.0984, -6.8033], [-5.8821, 7.5112, -4.1434], [-5.8015, 2.6315, -8.0113], [-1.4919, 8.4146, -7.4992], [0.3536, 6.0451, -3.2125], [-2.2398, -0.4720, -5.5056], [-9.1384, 2.6621, -5.3596], [-2.8082, 3.7294, -3.3973], [-6.5070, 1.5919, -3.7828], [-2.3958, 3.4994, -8.4543], [0.5836, 6.0652, -4.3180], [-1.5369, 2.6350, -9.8849], [-1.9686, 1.6954, -7.2130], [-4.9561, 7.3180, -3.5715], [-2.8945, 9.3985, -5.9569], [-2.3203, 6.4084, -7.4780], [-4.6324, 6.8487, -7.7049], [-3.1257, 8.7606, -1.9260], [-1.4796, 5.5571, -3.0413], [-3.7608, 7.1748, -9.2643], [-0.5276, 0.5979, -5.4740], [-7.3890, 3.6563, -6.7242], [-0.8501, 6.4939, -6.6005], [-2.9721, 10.3498, -2.4047], [-4.4186, 5.3829, -6.0414], [-0.9811, 8.1623, -8.4659], [-5.4440, 2.8512, -1.9738], [-4.9464, 4.6834, -0.6820], [-7.2555, 4.4678, -4.7276], [-5.5920, 8.4943, -4.6188], [-6.2580, 7.0306, -9.8827], [-6.6181, 8.1069, -2.5098], [-8.4648, 0.3876, -4.2525], [-2.8366, 7.9872, -4.1732], [-9.8322, 4.7221, -4.7718], [-2.4305, -1.5308, -5.4346], [-7.9810, -0.0055, -5.7944], [-0.7978, 4.2327, -6.3427], [-2.9130, 5.2186, -5.1582], [-7.4175, 3.7661, -3.1284], [-3.1830, 4.2972, -6.6620], [0.9398, 6.8274, -2.7985], [-6.2138, 4.8130, -7.4671], [-7.0847, -0.8156, -4.4196], [-7.3495, 3.9476, -8.4946], [-4.7496, 5.7688, -9.0389], [-2.3660, 0.1353, -4.6151], [-2.8248, 0.0104, -6.2570], [0.6495, 3.6322, -5.9470], [-5.8337, 1.5227, -0.7114], [-0.7951, 9.0642, -6.8788], [-0.7408, 3.2710, -8.4316], [-4.5500, 4.2357, -3.9939], [-6.2304, 1.6130, -7.9225], [-4.4367, 2.5578, -0.5795], [-2.2661, 7.1828, -5.8500], [-1.4826, 3.1525, 0.2564], [-4.0286, 1.8323, -2.9608], [-1.5718, 9.1163, -3.9331], [-4.5059, 9.4760, -2.8863], [-3.6223, 6.9003, -0.6739], [-5.4113, 3.7830, -9.3862], [-2.3197, 4.6002, -0.2608], [-9.7593, 4.2353, -3.0597], [-5.5722, 5.3453, -2.1386], [0.6296, 5.0541, -2.7159], [-4.7839, 1.5010, -5.0634], [-2.7331, 9.2220, -8.6358], [-5.2350, 3.3530, -5.3895], [-5.7924, 6.2181, -0.7598], [-5.9486, 6.7465, -4.8878], [-3.0839, 4.9120, -2.1742], [-7.0184, 2.2128, -5.2226], [-0.5612, 4.0783, -4.7207], [-7.7905, 5.3386, -3.4550], [-4.9362, 2.7745, -7.3410], [-1.8100, 2.5366, -5.2123]], "forces_ev_per_angstrom": [[-1.78, -3.86, -1.11], [-2.01, 6.34, 1.92], [2.11, -0.52, -1.83], [0.63, -1.04, -0.44], [-0.60, -1.74, 0.64], [-0.80, -0.24, -0.51], [-0.65, -0.74, -0.55], [1.18, -1.33, -1.22], [-0.46, -0.59, -0.17], [-2.02, -0.44, -0.99], [0.98, -0.51, -0.91], [0.79, 0.45, -0.43], [-0.32, 0.38, -1.52], [-0.71, 0.36, 0.59], [-0.61, -2.23, 0.53], [-3.12, 1.85, -5.86], [1.59, -0.99, 1.62], [-0.77, 2.27, -1.67], [3.59, -9.10, -0.21], [-0.25, -1.61, 2.00], [0.15, -2.04, 2.50], [0.38, -1.21, 0.43], [-0.58, -1.18, 0.34], [4.68, 0.72, 1.60], [-0.23, -0.46, 0.38], [2.00, 1.27, -2.13], [1.54, 1.41, -0.22], [-1.59, -0.43, -0.20], [1.29, 1.81, 0.70], [-1.22, -1.16, 1.44], [-2.22, 1.95, 0.96], [2.32, 1.20, 1.40], [0.79, -1.55, -0.59], [2.34, 2.26, 0.12], [1.24, 1.31, 1.23], [2.27, -0.77, 0.80], [1.26, -1.32, 0.17], [1.91, 1.86, 0.51], [-0.04, 0.25, 0.47], [0.82, -0.62, 1.04], [-0.06, 0.53, 2.50], [-0.76, 1.02, -0.94], [-0.59, -0.34, 0.84], [-0.53, 0.33, 0.74], [0.33, -0.09, -0.28], [-0.42, -0.47, 0.00], [-0.87, 0.94, 0.81], [-0.02, 0.67, 0.51], [-0.28, 0.56, 0.76], [-0.76, 0.04, -1.14], [0.46, 1.06, 0.61], [-0.24, -0.72, 1.16], [-0.71, -0.28, -0.11], [0.74, 0.01, -0.97], [-0.23, 0.78, -0.07], [-1.22, -0.07, -0.46], [-0.99, 1.63, -0.76], [-0.38, 0.55, 0.66], [-1.04, 0.09, 0.57], [0.35, 1.23, -0.52], [0.16, -0.59, -0.50], [-0.56, -0.96, -0.15], [-0.53, -0.27, -0.22], [-0.12, 0.18, 0.36], [0.67, -0.69, 0.13], [-0.06, -0.16, -0.46], [0.24, 0.23, 0.13], [-0.15, -0.17, 0.25], [0.30, -0.73, -0.99], [-2.25, 2.96, -3.39], [0.21, 0.17, -0.14], [0.86, -1.85, 1.34], [0.03, -0.04, -0.09], [1.08, 0.56, 0.46], [-0.08, -1.13, -0.06], [0.01, -0.05, -0.13], [-0.90, 0.33, -0.38], [-0.28, -1.17, -0.30], [-0.93, -0.67, 0.65], [-0.79, -0.10, -0.79], [1.75, -0.43, 0.11], [0.10, -0.32, -0.95], [-0.57, -0.73, -0.72], [0.83, -0.54, 0.29], [-1.21, 0.26, -0.11], [0.18, 0.80, -0.13], [-0.28, 0.17, 0.31], [-0.27, 0.19, 0.00], [-0.11, 0.50, -0.22], [0.36, 0.22, -0.46], [-0.46, 0.60, -0.02], [-1.32, 0.15, -0.24], [-0.08, 0.02, 0.15], [-0.03, 2.33, -0.89], [-0.74, 0.96, 0.96], [-0.48, -0.42, -0.31], [0.52, 0.15, -1.44], [0.21, 1.05, -1.04], [1.10, 0.04, 0.17], [-0.70, 0.39, 0.40], [-0.76, -0.62, -0.21], [-0.32, 0.85, 0.66], [-0.82, -0.50, -0.28], [0.61, -0.03, 0.77], [0.04, -0.75, -0.60], [0.59, 1.03, 1.28], [0.31, 2.35, 1.10], [-0.33, -1.04, 0.02], [-1.69, -0.05, 0.96]]}

---

[2]
{"formula": "C21H72N12O15", "method": "ωB97M-V/def2-TZVPD", "relative_energy_kcal_mol": 52.5, "homo_ev": -7.19, "elements": ["O", "O", "O", "O", "O", "O", "O", "O", "O", "O", "O", "O", "O", "O", "O", "N", "N", "N", "N", "N", "N", "N", "N", "N", "N", "N", "N", "C", "C", "C", "C", "C", "C", "C", "C", "C", "C", "C", "C", "C", "C", "C", "C", "C", "C", "C", "C", "C", "H", "H", "H", "H", "H", "H", "H", "H", "H", "H", "H", "H", "H", "H", "H", "H", "H", "H", "H", "H", "H", "H", "H", "H", "H", "H", "H", "H", "H", "H", "H", "H", "H", "H", "H", "H", "H", "H", "H", "H", "H", "H", "H", "H", "H", "H", "H", "H", "H", "H", "H", "H", "H", "H", "H", "H", "H", "H", "H", "H", "H", "H", "H", "H", "H", "H", "H", "H", "H", "H", "H", "H"], "xyz": [[5.1112, -0.4146, -0.2610], [-3.3131, 0.3074, -2.8110], [0.8114, -4.1402, -3.7053], [0.2685, 5.0594, 0.2706], [-6.9058, -1.1435, 0.3720], [-3.1212, -0.2697, 1.2125], [2.0732, 3.4031, -0.6941], [1.5002, -2.7220, -0.3743], [1.0870, 3.7753, 2.5652], [2.9482, -1.1424, 2.4911], [1.0384, -0.9057, -3.0061], [-0.5037, 1.6698, 0.5379], [-0.2420, -0.4519, 3.2782], [-1.3385, 3.6246, 2.1075], [-3.3517, -3.1777, -1.0538], [-6.7746, -0.8681, -1.9095], [1.4969, 0.4338, 0.5847], [-4.8351, -0.9035, -0.8035], [-1.5041, -3.7778, -3.7885], [3.0031, -0.7860, -1.3226], [1.9868, 1.9792, 3.7413], [3.8657, 0.2569, 4.2315], [4.6337, -1.9838, -1.9509], [2.8074, 2.4206, 1.7977], [4.5571, 0.4605, 2.1970], [-0.5359, -3.0057, -2.0577], [-0.2883, -0.7066, 0.2685], [1.1128, -0.7153, -4.3879], [-0.4453, 5.4661, -0.8628], [3.8322, -0.2167, 3.0195], [-0.0880, -1.8065, 3.5652], [-3.4608, 2.9972, 2.9567], [2.1365, -3.7274, 0.3528], [-1.9867, 3.1428, 3.2609], [-2.8903, -3.6230, 0.1985], [2.3603, -4.9543, -0.4989], [-4.7400, -0.6305, 2.8252], [-3.2508, -0.4940, 2.5935], [4.2998, -1.0465, -1.1724], [2.4909, -0.1690, -4.7128], [-0.4022, -3.7411, -3.1646], [-6.1038, -0.9772, -0.7913], [1.9355, 2.7227, 2.6878], [3.2137, 3.8817, -1.2123], [0.2131, 0.4699, 0.4192], [4.0111, 2.5987, -1.4460], [-2.0755, -0.0038, -2.2120], [-1.6053, 4.5308, -1.0044], [0.0614, -2.3692, 2.6420], [-4.0017, 2.6366, 3.8366], [4.9047, 2.8428, -2.0632], [2.7563, 2.9581, 0.8501], [-1.9432, 3.8427, 4.0672], [4.4309, 2.1069, -0.5585], [1.4094, -5.3691, -0.8981], [1.5884, -3.9906, 1.2074], [-2.1789, -0.7557, -1.4890], [0.3833, -0.3937, 2.5616], [4.6934, 0.6946, 4.6408], [-1.3837, 3.4724, -0.9444], [0.3493, -0.0920, -4.7679], [1.6597, 2.8229, -1.3700], [0.2121, -1.5561, -0.0560], [-2.7402, -1.4004, 2.7908], [2.6108, 0.9479, -4.4827], [-3.6533, 2.1646, 2.1678], [4.2027, -2.3853, -2.7513], [3.5880, 1.7949, 2.0454], [-3.2688, 0.6853, 1.0654], [-1.3016, -0.7559, 0.4262], [2.2735, -2.1702, -0.6797], [-1.5621, 0.7994, -1.7614], [-2.7894, 0.2750, 3.1715], [-1.5606, 2.2172, 3.5432], [0.1771, 5.3360, -1.7380], [0.9843, -1.6727, -4.7429], [5.6288, -2.2300, -1.7272], [3.0245, -4.7965, -1.3337], [-1.5598, -4.2672, -4.7071], [3.3127, 2.0153, -2.0147], [-1.0521, -2.0978, 3.9993], [2.4996, -0.0802, -0.6898], [4.6735, -0.0138, 1.2360], [-5.2541, 0.3014, 2.8614], [-1.4160, -0.4032, -3.0540], [0.2731, -3.1211, -1.4817], [-3.9772, 3.8800, 2.6472], [0.9351, 4.4284, -0.0947], [-2.0944, -4.3742, 0.1862], [-1.4459, -2.9515, -1.6366], [-4.2508, -0.8170, 0.0269], [3.2204, -0.1381, 4.9259], [-4.9453, -1.0670, 3.8695], [-3.7457, -3.9488, 0.7043], [-0.6684, 6.5013, -0.8587], [2.4153, -1.0062, -2.1129], [2.8211, -5.7519, 0.0449], [2.8524, 4.2309, -2.1757], [3.2640, -0.7526, -4.2841], [1.1757, 2.0226, 4.4711], [-2.3282, -3.6395, -3.3133], [3.0955, -3.2496, 0.7742], [-6.3849, -1.0215, -2.8773], [1.9131, -0.4689, 0.8469], [-2.2708, 4.6762, -0.1525], [3.5984, 4.5238, -0.4396], [0.3159, -1.3824, -2.6948], [-1.1713, 2.8671, 1.4820], [-5.2137, -1.3848, 2.2011], [-2.4710, -2.7441, 0.7842], [-2.1163, 4.7614, -1.9196], [2.8021, 1.2989, 3.8763], [-7.8342, -1.0285, -1.9338], [-3.0779, 0.7395, -3.6271], [1.9831, 1.3303, 0.9721], [-4.3756, -0.5455, -1.6630], [0.7215, -1.9976, 4.1885], [5.4409, 0.8925, 2.4591], [2.7323, -0.1213, -5.8550], [-3.9792, -2.4517, -0.9541]], "forces_ev_per_angstrom": [[-3.05, -3.13, -3.89], [-0.32, 0.21, 0.18], [-5.74, 1.80, 2.88], [1.09, 0.51, -0.37], [4.37, 0.69, -5.36], [0.96, 1.14, -1.39], [-4.36, -1.78, 1.19], [0.72, 0.72, -0.19], [4.53, -5.18, 0.61], [3.83, 4.08, 3.30], [2.28, 2.59, 0.54], [3.11, -6.22, -1.38], [0.39, 0.42, -0.16], [-0.86, -0.24, -0.18], [1.38, -0.88, -1.44], [-3.17, -0.54, -4.66], [3.80, 1.73, 0.71], [4.64, 0.40, -1.25], [-2.17, -2.56, -5.96], [-1.18, 2.96, 2.62], [-1.46, -2.68, 5.23], [0.10, -1.37, 5.10], [6.67, -3.64, -0.88], [3.35, 0.99, -5.60], [3.71, -0.50, -3.90], [1.26, -0.14, 1.06], [-3.89, -3.07, -0.88], [1.30, 0.45, 0.43], [0.83, -2.07, -0.01], [-4.67, -5.69, -3.81], [-2.42, -0.47, -0.66], [-0.85, -2.78, -0.33], [2.62, -0.10, 0.29], [-0.94, 0.80, -2.21], [0.89, 2.10, 0.89], [-0.51, -0.40, -0.38], [-0.01, -1.88, 3.17], [-1.85, -0.32, 0.07], [-0.27, 5.18, 4.70], [-0.13, 2.52, -2.73], [8.07, -0.64, -1.99], [-7.91, -1.12, 7.35], [-6.69, 8.45, 0.83], [1.62, -1.32, -1.25], [-3.58, 6.78, 1.24], [2.38, 1.67, -0.74], [1.41, -0.80, -2.77], [-1.27, 0.60, 0.42], [-0.04, -0.28, -0.09], [-0.07, -0.08, 0.19], [-0.48, -0.42, 0.06], [0.17, -1.11, 2.64], [0.69, 0.68, 0.53], [-0.67, 0.02, -0.13], [0.47, 0.46, 0.18], [-1.12, -0.22, 1.22], [-0.47, -1.09, 0.83], [0.36, 1.22, -0.32], [-0.43, -0.20, -0.53], [0.67, -0.14, -0.24], [-0.99, 0.95, -0.31], [-0.06, 0.32, 1.03], [-0.05, 1.05, 0.75], [0.50, -0.97, 0.27], [-0.19, -1.63, 0.37], [0.32, 1.52, 0.99], [-0.70, -0.01, -0.18], [-0.71, 0.88, -0.80], [0.35, -0.41, -0.09], [0.46, 0.01, -0.19], [-1.17, 0.05, -0.13], [0.32, 1.35, 0.56], [0.33, 0.61, 0.32], [0.46, -1.24, 0.69], [0.52, 0.06, -0.75], [-0.15, -2.15, -1.74], [-1.27, -0.18, -1.06], [0.06, 0.41, -0.46], [0.17, 0.60, 1.36], [0.18, -1.00, -0.27], [0.42, -0.50, 0.24], [1.25, -0.80, -1.34], [-0.20, 0.66, 0.54], [-0.45, 0.73, -0.59], [-0.56, 0.28, 1.26], [0.36, 0.18, 0.90], [0.11, 0.74, -0.42], [-0.82, 0.63, 1.19], [-0.37, -0.03, -0.63], [-0.43, 0.04, 0.18], [-0.53, 0.20, 0.51], [0.60, -0.07, -0.47], [0.51, 0.63, -1.06], [-0.98, -0.97, 1.31], [-0.69, 1.09, 0.41], [0.06, -0.29, -0.80], [0.25, -0.49, 0.73], [1.38, 1.45, -0.30], [0.78, -0.41, 0.60], [2.29, 0.11, -2.15], [-2.23, 0.46, 1.14], [-1.02, -1.05, -0.55], [-0.07, 0.42, 1.88], [-0.30, 0.69, 0.49], [-0.19, 0.15, -0.06], [0.55, 0.94, -0.45], [-2.29, -1.68, 0.47], [0.14, 0.98, 1.04], [-0.02, 0.46, -0.53], [-0.33, -0.88, -0.44], [-0.68, -0.07, -0.63], [-2.64, 2.10, -0.04], [2.54, 0.38, 0.81], [-0.41, 0.33, -0.38], [-0.77, -1.67, -0.53], [-0.64, -0.14, 0.65], [1.44, -0.45, 1.39], [-0.40, 0.00, 0.39], [-0.78, -0.56, 1.83], [-0.32, 0.13, 0.25]]}